Entry from OMol25: a cluster of 14 separate species, C38H106N2O14 in total (ωB97M-V with the def2-TZVPD basis set).

The energy is -2674.18753 Eh. The HOMO-LUMO gap is 9.45 eV. As for the LUMO energy: 0.230 eV. The charge is 0. Its HOMO energy is -0.339 hartree.

Each atom is followed by the atoms it is bonded to, with distances in Å.
Geometry (Å):
1 C 10.24 4.63 -40.11  C2 1.516, H5 1.091, H6 1.091, H7 1.093
2 C 10.06 3.13 -40.25  C1 1.516, C3 1.541, O4 1.437, H8 1.089
3 C 9.38 2.58 -38.99  C2 1.541, H9 1.092, H10 1.089, H11 1.088
4 O 9.10 2.87 -41.29  C2 1.437, H12 0.963
5 H 9.32 5.22 -40.05  C1 1.091
6 H 10.88 5.05 -40.89  C1 1.091
7 H 10.79 4.88 -39.21  C1 1.093
8 H 11.04 2.67 -40.43  C2 1.089
9 H 9.95 2.91 -38.12  C3 1.092
10 H 9.33 1.49 -38.98  C3 1.089
11 H 8.39 3.04 -38.96  C3 1.088
12 H 8.38 3.50 -41.12  O4 0.963
13 C 5.43 2.91 -41.65  C14 1.529, H17 1.091, H18 1.089, H19 1.089
14 C 5.34 3.56 -40.27  C13 1.529, C15 1.519, O16 1.422, H20 1.092
15 C 5.30 2.56 -39.12  C14 1.519, H21 1.091, H22 1.091, H23 1.089
16 O 6.55 4.28 -40.10  C14 1.422, H24 0.962
17 H 6.41 2.43 -41.71  C13 1.091
18 H 5.36 3.71 -42.39  C13 1.089
19 H 4.67 2.15 -41.85  C13 1.089
20 H 4.50 4.25 -40.21  C14 1.092
21 H 4.58 1.78 -39.35  C15 1.091
22 H 4.98 3.10 -38.22  C15 1.091
23 H 6.28 2.12 -38.93  C15 1.089
24 H 6.36 4.90 -39.38  O16 0.962
25 C 6.06 4.49 -45.51  C26 1.543, H29 1.090, H30 1.089, H31 1.090
26 C 6.72 5.87 -45.38  C25 1.543, C27 1.522, O28 1.414, H32 1.093
27 C 6.95 6.32 -43.94  C26 1.522, H33 1.091, H34 1.093, H35 1.090
28 O 7.97 5.87 -46.05  C26 1.414, H36 0.961
29 H 5.22 4.38 -44.82  C25 1.090
30 H 6.72 3.63 -45.34  C25 1.089
31 H 5.68 4.41 -46.53  C25 1.090
32 H 6.18 6.70 -45.84  C26 1.093
33 H 7.71 7.09 -43.88  C27 1.091
34 H 7.36 5.48 -43.37  C27 1.093
35 H 6.05 6.61 -43.38  C27 1.090
36 H 8.33 6.76 -45.99  O28 0.961
37 C 9.69 -4.96 -40.83  C38 1.508, H41 1.092, H42 1.092, H43 1.089
38 C 8.86 -5.30 -42.05  C37 1.508, C39 1.557, O40 1.410, H44 1.093
39 C 7.73 -6.30 -41.67  C38 1.557, H45 1.090, H46 1.091, H47 1.091
40 O 8.43 -4.09 -42.63  C38 1.410, H48 0.967
41 H 10.30 -5.83 -40.62  C37 1.092
42 H 9.08 -4.88 -39.93  C37 1.092
43 H 10.26 -4.03 -40.93  C37 1.089
44 H 9.50 -5.86 -42.74  C38 1.093
45 H 8.23 -7.21 -41.34  C39 1.090
46 H 7.09 -6.50 -42.53  C39 1.091
47 H 7.06 -5.99 -40.87  C39 1.091
48 H 7.60 -4.26 -43.11  O40 0.967
49 C 4.34 -2.37 -43.69  C50 1.532, H53 1.089, H54 1.090, H55 1.092
50 C 5.00 -3.58 -43.03  C49 1.532, C51 1.495, O52 1.405, H56 1.091
51 C 4.02 -4.67 -42.72  C50 1.495, H57 1.092, H58 1.091, H59 1.090
52 O 5.99 -4.09 -43.89  C50 1.405, H60 0.962
53 H 5.11 -1.66 -43.98  C49 1.089
54 H 3.60 -1.95 -43.00  C49 1.090
55 H 3.81 -2.68 -44.59  C49 1.092
56 H 5.53 -3.31 -42.11  C50 1.091
57 H 3.25 -4.28 -42.05  C51 1.092
58 H 4.50 -5.43 -42.10  C51 1.091
59 H 3.55 -5.17 -43.56  C51 1.090
60 H 5.61 -4.25 -44.75  O52 0.962
61 C 6.23 -3.34 -38.06  C62 1.476, H65 1.091, H66 1.091, H67 1.092
62 C 6.67 -3.74 -36.71  C61 1.476, C63 1.530, O64 1.418, H68 1.090
63 C 5.89 -3.05 -35.59  C62 1.530, H69 1.091, H70 1.090, H71 1.092
64 O 6.51 -5.14 -36.51  C62 1.418, H72 0.962
65 H 6.83 -3.87 -38.80  C61 1.091
66 H 6.36 -2.27 -38.20  C61 1.091
67 H 5.17 -3.60 -38.16  C61 1.092
68 H 7.72 -3.46 -36.70  C62 1.090
69 H 6.31 -3.29 -34.61  C63 1.091
70 H 4.84 -3.33 -35.61  C63 1.090
71 H 6.02 -1.96 -35.59  C63 1.092
72 H 5.56 -5.31 -36.50  O64 0.962
73 C 13.85 -1.97 -39.88  C74 1.545, H77 1.089, H78 1.091, H79 1.091
74 C 12.41 -1.41 -40.01  C73 1.545, C75 1.509, O76 1.413, H80 1.093
75 C 12.32 -0.07 -39.32  C74 1.509, H81 1.090, H82 1.092, H83 1.092
76 O 12.18 -1.31 -41.40  C74 1.413, H84 0.970
77 H 14.11 -2.75 -40.59  C73 1.089
78 H 14.09 -2.30 -38.87  C73 1.091
79 H 14.50 -1.12 -40.12  C73 1.091
80 H 11.63 -2.10 -39.68  C74 1.093
81 H 12.34 -0.04 -38.23  C75 1.090
82 H 11.43 0.46 -39.63  C75 1.092
83 H 13.15 0.57 -39.65  C75 1.092
84 H 11.40 -0.76 -41.58  O76 0.970
85 C 10.34 -3.18 -37.42  C86 1.534, H89 1.091, H90 1.091, H91 1.090
86 C 11.00 -2.36 -36.30  C85 1.534, C87 1.531, O88 1.386, H92 1.092
87 C 9.94 -1.59 -35.50  C86 1.531, H93 1.089, H94 1.091, H95 1.092
88 O 11.64 -3.24 -35.44  C86 1.386, H96 0.961
89 H 11.17 -3.58 -38.00  C85 1.091
90 H 9.68 -2.57 -38.04  C85 1.091
91 H 9.74 -4.04 -37.12  C85 1.090
92 H 11.81 -1.75 -36.71  C86 1.092
93 H 10.38 -0.95 -34.73  C87 1.089
94 H 9.18 -2.25 -35.09  C87 1.091
95 H 9.35 -0.98 -36.19  C87 1.092
96 H 12.50 -3.40 -35.85  O88 0.961
97 C 11.29 5.40 -45.40  C98 1.502, H101 1.092, H102 1.090, H103 1.091
98 C 10.92 3.97 -45.66  C97 1.502, C99 1.539, O100 1.405, H104 1.091
99 C 10.33 3.21 -44.46  C98 1.539, H105 1.091, H106 1.093, H107 1.090
100 O 9.92 3.98 -46.64  C98 1.405, H108 0.967
101 H 12.18 5.44 -44.77  C97 1.092
102 H 10.50 6.01 -44.97  C97 1.090
103 H 11.60 5.84 -46.35  C97 1.091
104 H 11.77 3.46 -46.11  C98 1.091
105 H 9.38 3.62 -44.11  C99 1.091
106 H 10.99 3.36 -43.60  C99 1.093
107 H 10.20 2.14 -44.60  C99 1.090
108 H 9.25 4.64 -46.39  O100 0.967
109 C 8.63 -2.78 -47.37  C110 1.496, H113 1.093, H114 1.090, H115 1.091
110 C 9.44 -3.88 -48.00  C109 1.496, C111 1.524, O112 1.473, H116 1.091
111 C 9.75 -5.01 -47.03  C110 1.524, H117 1.090, H118 1.091, H119 1.091
112 O 8.66 -4.38 -49.14  C110 1.473, H120 0.960
113 H 9.26 -2.38 -46.57  C109 1.093
114 H 7.70 -3.05 -46.88  C109 1.090
115 H 8.43 -1.90 -47.98  C109 1.091
116 H 10.40 -3.65 -48.46  C110 1.091
117 H 10.74 -4.95 -46.58  C111 1.090
118 H 9.77 -5.97 -47.54  C111 1.091
119 H 9.02 -5.09 -46.23  C111 1.091
120 H 8.49 -3.69 -49.78  O112 0.960
121 O 10.87 -0.47 -45.73  H122 0.964, H123 0.960
122 H 9.98 -0.77 -45.49  O121 0.964
123 H 11.46 -0.97 -45.17  O121 0.960
124 O 9.91 1.54 -47.78  H125 0.962, H126 0.970
125 H 10.41 0.98 -47.18  O124 0.962
126 H 9.92 2.42 -47.36  O124 0.970
127 C 8.47 -0.97 -40.73  C128 1.508, H133 1.089, H134 1.092, H135 1.093
128 C 8.98 -0.80 -42.14  C127 1.508, C129 1.543, N132 1.424, H136 1.094
129 C 7.82 -0.65 -43.14  C128 1.543, O130 1.427, H137 1.093, H138 1.092
130 O 8.28 -0.39 -44.47  C129 1.427, C131 1.369
131 C 7.43 0.27 -45.30  O130 1.369, H139 1.092, H140 1.092, H141 1.095
132 N 9.98 0.18 -42.34  C128 1.424, H142 1.013, H143 1.015
133 H 9.24 -1.28 -40.03  C127 1.089
134 H 7.69 -1.74 -40.71  C127 1.092
135 H 7.94 -0.06 -40.44  C127 1.093
136 H 9.51 -1.72 -42.41  C128 1.094
137 H 7.13 0.14 -42.82  C129 1.093
138 H 7.33 -1.63 -43.15  C129 1.092
139 H 7.81 0.33 -46.32  C131 1.092
140 H 7.21 1.30 -44.99  C131 1.092
141 H 6.50 -0.25 -45.55  C131 1.095
142 H 10.16 0.14 -43.33  N132 1.013
143 H 9.54 1.08 -42.15  N132 1.015
144 C 4.31 1.00 -47.34  C145 1.524, H150 1.088, H151 1.092, H152 1.091
145 C 3.31 1.05 -48.49  C144 1.524, C146 1.505, N149 1.468, H153 1.094
146 C 3.06 -0.33 -49.04  C145 1.505, O147 1.434, H154 1.092, H155 1.093
147 O 4.30 -0.85 -49.54  C146 1.434, C148 1.403
148 C 4.15 -2.13 -50.09  O147 1.403, H156 1.093, H157 1.091, H158 1.091
149 N 2.05 1.69 -48.11  C145 1.468, H159 1.011, H160 1.011
150 H 5.27 0.56 -47.61  C144 1.088
151 H 3.81 0.47 -46.53  C144 1.092
152 H 4.48 2.01 -46.98  C144 1.091
153 H 3.77 1.59 -49.32  C145 1.094
154 H 2.32 -0.28 -49.84  C146 1.092
155 H 2.73 -0.95 -48.20  C146 1.093
156 H 4.25 -2.89 -49.31  C148 1.093
157 H 4.99 -2.38 -50.72  C148 1.091
158 H 3.23 -2.25 -50.67  C148 1.091
159 H 1.42 1.70 -48.91  N149 1.011
160 H 2.23 2.64 -47.83  N149 1.011